# 1
Formula: C44H51NP2SiSr
Source: the OMol25 dataset
Level of theory: ωB97M-V/def2-TZVPD

Calculated values
Kohn-Sham gap   6.2 eV
Molar mass   771.55 Da
Total charge   0
LUMO energy   -0.89 eV
Calculated total energy   -75233.5553 eV

Last column: Löwdin charge in e.
Cartesian coordinates (Å):
Sr (1.654, -1.024, 3.183)  1.4114
C (-3.039, 0.423, 4.291)  -0.0989
C (-3.278, 0.134, 3.009)  -0.1053
C (-3.583, 1.172, 1.966)  -0.2065
C (-2.335, 1.755, 1.273)  -0.1963
C (-1.568, 2.755, 2.112)  -0.1070
C (-1.841, 3.135, 3.367)  -0.1074
C (-3.110, 3.025, 4.157)  -0.2188
C (-3.179, 1.739, 5.002)  -0.1788
C (3.181, 0.332, 1.570)  -0.3795
H (-2.728, -0.378, 4.977)  0.0932
H (-3.364, -0.934, 2.768)  0.0988
H (-4.124, 2.041, 2.368)  0.0890
H (-4.236, 0.737, 1.187)  0.1109
H (-1.677, 0.903, 0.998)  0.0830
H (-2.648, 2.263, 0.335)  0.1174
H (-0.591, 3.046, 1.681)  0.1041
H (-1.017, 3.578, 3.941)  0.1064
H (-4.027, 3.240, 3.590)  0.1028
H (-3.100, 3.842, 4.887)  0.1058
H (-2.372, 1.750, 5.765)  0.1080
H (-4.115, 1.802, 5.604)  0.1258
H (4.271, 0.463, 1.537)  -0.0776
H (2.801, 1.080, 2.308)  -0.1185
H (2.773, 0.502, 0.561)  -0.0912
P (0.034, -2.215, -4.427)  1.0087
P (1.987, 0.343, -4.887)  1.0081
C (-0.566, -0.646, -5.063)  -0.3610
C (0.274, 0.362, -5.396)  -0.3795
C (-0.722, -3.309, -5.771)  -0.3723
C (-1.808, -2.943, -6.584)  -0.0970
C (-2.277, -3.808, -7.581)  -0.0847
C (-1.663, -5.049, -7.780)  -0.0874
C (-0.549, -5.406, -7.001)  -0.0879
C (-0.074, -4.535, -6.020)  -0.1171
C (-1.136, -2.322, -3.012)  -0.3885
C (-0.964, -1.432, -1.932)  -0.0985
C (-1.805, -1.524, -0.827)  -0.0932
C (-2.854, -2.456, -0.805)  -0.0857
C (-3.020, -3.333, -1.890)  -0.0820
C (-2.158, -3.275, -2.990)  -0.0903
C (2.587, 0.937, -6.585)  -0.3529
C (2.354, 0.146, -7.733)  -0.1070
C (2.719, 0.612, -9.001)  -0.0915
C (3.296, 1.883, -9.137)  -0.0989
C (3.527, 2.677, -8.008)  -0.0867
C (3.168, 2.202, -6.741)  -0.0961
C (2.030, 1.919, -3.927)  -0.4096
C (3.183, 2.126, -3.147)  -0.1213
C (3.332, 3.298, -2.402)  -0.0807
C (2.317, 4.272, -2.417)  -0.0859
C (1.167, 4.060, -3.183)  -0.0864
C (1.009, 2.883, -3.928)  -0.0897
H (-1.648, -0.555, -5.189)  0.0728
H (-0.046, 1.181, -6.052)  0.0861
H (-2.306, -1.978, -6.462)  0.0906
H (-3.125, -3.519, -8.208)  0.1041
H (-2.038, -5.740, -8.534)  0.1005
H (-0.052, -6.361, -7.159)  0.1009
H (0.808, -4.804, -5.431)  0.0969
H (-0.181, -0.672, -1.989)  0.1029
H (-1.638, -0.854, 0.018)  0.0702
H (-3.538, -2.473, 0.047)  0.0980
H (-3.832, -4.056, -1.868)  0.1007
H (-2.304, -3.952, -3.836)  0.0999
H (1.860, -0.827, -7.658)  0.1012
H (2.542, -0.001, -9.891)  0.1025
H (3.585, 2.252, -10.121)  0.0983
H (3.974, 3.671, -8.100)  0.1031
H (3.309, 2.852, -5.874)  0.0951
H (3.968, 1.365, -3.145)  0.1004
H (4.232, 3.442, -1.809)  0.1024
H (2.422, 5.169, -1.802)  0.1023
H (0.376, 4.815, -3.193)  0.1030
H (0.101, 2.728, -4.511)  0.0913
C (3.554, 0.469, 5.359)  -0.2053
Si (2.170, 0.042, 6.518)  0.3053
C (2.782, -1.103, 7.856)  -0.1830
C (1.914, 1.541, 7.666)  -0.2036
N (0.861, -0.643, 5.613)  -0.2737
C (-0.179, -1.111, 6.390)  -0.4532
C (-0.692, -2.414, 6.156)  -0.0744
C (-1.792, -2.866, 6.883)  -0.1137
C (-2.452, -2.010, 7.780)  -0.1242
C (-1.911, -0.744, 8.072)  -0.0960
C (-0.754, -0.313, 7.418)  -0.0705
H (4.132, 1.164, 5.993)  0.0390
H (3.266, 1.008, 4.437)  0.0039
H (4.210, -0.385, 5.139)  0.0396
H (3.622, -0.586, 8.341)  0.0340
H (2.017, -1.279, 8.628)  0.0389
H (3.130, -2.066, 7.464)  0.0268
H (1.315, 2.359, 7.246)  0.0286
H (1.516, 1.291, 8.664)  0.0342
H (2.925, 1.932, 7.841)  0.0237
H (-0.125, -3.054, 5.466)  0.0877
H (-2.130, -3.901, 6.747)  0.0985
H (-3.354, -2.357, 8.291)  0.0906
H (-2.382, -0.106, 8.819)  0.0989
H (-0.246, 0.604, 7.718)  0.0686

---

# 2
Formula: C25H53ClN9O9S
Source: the OMol25 dataset
Level of theory: ωB97M-V/def2-TZVPD

Calculated values
Kohn-Sham gap   9.1 eV
Molar mass   691.27 Da
Total charge   +1
LUMO energy   -2.36 eV
Calculated total energy   -81973.4752 eV

Last column: Löwdin charge in e.
Cartesian coordinates (Å):
C (-1.405, 4.875, 2.556)  -0.0600
C (-0.940, 3.462, 2.852)  -0.2740
O (-1.971, 2.509, 2.718)  -0.1238
C (-2.420, 2.342, 1.379)  -0.1913
C (-2.612, 0.846, 1.252)  -0.1506
O (-3.172, 0.388, 0.006)  -0.0726
C (-2.290, -0.108, -0.914)  -0.2550
N (-1.462, 1.000, -1.574)  0.0863
C (-2.100, 1.384, -2.875)  -0.0074
C (-3.490, 1.986, -2.701)  -0.4036
O (-4.417, 1.581, -3.408)  0.1431
N (-3.582, 3.027, -1.726)  -0.1524
C (-4.940, 2.953, -1.124)  -0.0601
C (-3.439, 4.355, -2.397)  -0.0282
C (0.046, 0.837, -1.669)  -0.1288
C (0.578, 0.584, -3.074)  -0.1299
C (0.253, -0.727, -3.782)  -0.1865
C (1.022, -0.774, -5.123)  -0.1935
C (0.205, -1.464, -6.233)  -0.2022
S (-0.688, -0.323, -7.265)  0.5944
O (0.086, -0.063, -8.435)  -0.2579
O (-2.027, -0.793, -7.416)  -0.2645
O (-0.736, 0.993, -6.357)  -0.1689
C (0.650, 0.010, -0.512)  -0.3295
C (0.809, 1.008, 0.694)  -0.1093
C (0.903, 0.392, 2.075)  -0.1809
C (2.148, -0.453, 2.348)  -0.1719
C (2.275, -0.684, 3.853)  -0.2085
N (3.007, -1.920, 4.127)  0.0117
C (2.212, -3.076, 3.861)  -0.5469
N (2.553, -3.932, 2.984)  0.1441
N (1.005, -3.285, 4.617)  0.0895
C (2.012, -0.589, -0.872)  -0.0284
C (3.138, 0.415, -0.992)  -0.4789
O (3.002, 1.567, -1.349)  0.1208
O (4.365, -0.049, -0.636)  0.1290
N (-0.180, -1.101, -0.049)  0.0307
C (-1.484, -1.363, -0.507)  -0.6416
Cl (-2.331, -2.184, 0.910)  0.7563
C (-1.594, -2.438, -1.638)  -0.2590
N (-0.421, -3.299, -1.663)  0.0296
H (-2.357, 5.039, 3.052)  0.0873
H (-0.685, 5.606, 2.903)  0.0822
H (-1.544, 5.040, 1.490)  0.0661
H (-0.589, 3.438, 3.877)  0.1260
H (-0.078, 3.193, 2.236)  0.0993
H (-1.662, 2.756, 0.714)  0.0994
H (-3.369, 2.853, 1.279)  0.1210
H (-1.707, 0.304, 1.492)  0.0729
H (-3.319, 0.564, 2.024)  0.1427
H (-2.929, -0.470, -1.713)  0.1575
H (-1.632, 1.834, -0.999)  0.1457
H (-2.182, 0.541, -3.541)  0.1302
H (-1.506, 2.189, -3.297)  0.1486
H (-5.700, 3.322, -1.803)  0.0957
H (-5.167, 1.944, -0.813)  0.0887
H (-4.947, 3.570, -0.234)  0.0847
H (-3.604, 4.266, -3.468)  0.0978
H (-2.468, 4.802, -2.211)  0.0832
H (-4.183, 5.034, -2.009)  0.0893
H (0.438, 1.829, -1.463)  0.1559
H (0.288, 1.382, -3.751)  0.1126
H (1.656, 0.675, -3.055)  0.1159
H (0.558, -1.603, -3.217)  0.0896
H (-0.795, -0.835, -4.043)  0.0865
H (1.233, 0.243, -5.430)  0.1030
H (1.976, -1.274, -5.013)  0.1210
H (0.882, -2.012, -6.874)  0.1108
H (-0.491, -2.173, -5.805)  0.1033
H (-0.663, 1.752, -6.952)  0.1077
H (1.638, 1.689, 0.532)  0.1250
H (-0.083, 1.633, 0.666)  0.0749
H (0.925, 1.226, 2.779)  0.1148
H (0.025, -0.181, 2.348)  0.1006
H (3.053, -0.015, 1.944)  0.1210
H (1.967, -1.442, 1.929)  0.0851
H (1.268, -0.728, 4.276)  0.1099
H (2.807, 0.150, 4.296)  0.1285
H (3.301, -1.948, 5.101)  0.0975
H (3.440, -3.646, 2.579)  0.0509
H (0.230, -3.007, 4.024)  0.0736
H (0.912, -4.292, 4.672)  0.0753
H (1.982, -1.144, -1.807)  0.1274
H (2.299, -1.322, -0.129)  0.1168
H (4.422, -0.989, -0.835)  0.1224
H (0.331, -1.931, 0.195)  0.1125
H (-1.781, -1.987, -2.607)  0.0974
H (-2.468, -3.049, -1.439)  0.0963
H (-0.521, -4.045, -0.991)  0.0845
H (-0.295, -3.694, -2.580)  0.0781
C (4.854, -3.618, 7.393)  -0.6787
O (4.926, -2.415, 7.202)  0.0181
N (3.797, -4.350, 6.925)  0.1567
N (5.809, -4.317, 8.072)  0.1544
H (3.691, -5.338, 7.045)  0.0958
H (3.095, -3.833, 6.432)  0.0684
H (6.592, -3.800, 8.423)  0.1053
H (5.763, -5.304, 8.236)  0.0943

---

# 3
Formula: C3H5FS
Source: the OMol25 dataset
Level of theory: ωB97M-V/def2-TZVPD

Calculated values
Kohn-Sham gap   9.9 eV
Molar mass   92.14 Da
Total charge   0
Relative energy (zero: lowest compared OMol25 entry of this formula, charge and spin)   3.137 eV
LUMO energy   0.77 eV
Calculated total energy   -16741.0360 eV

Last column: Löwdin charge in e.
Cartesian coordinates (Å):
C (-0.177, 0.820, -0.310)  -0.5392
C (0.659, -0.303, -0.408)  -0.5931
C (1.189, -0.817, 0.629)  0.0358
H (-2.400, -0.304, 0.242)  -0.0866
H (0.035, 1.580, -1.168)  0.1232
H (-0.448, 1.150, 0.603)  -0.0191
H (1.590, -1.989, 0.894)  0.1379
H (0.676, -0.352, 1.783)  0.1676
F (0.850, -0.560, -1.669)  0.0989
S (-1.972, 0.775, -0.596)  0.6746

---

# 4
Formula: C2H7ClNOPS
Source: the OMol25 dataset
Level of theory: ωB97M-V/def2-TZVPD

Calculated values
Kohn-Sham gap   9.5 eV
Structure (SMILES)   CN(CS)P(O)Cl
Molar mass   159.58 Da
Total charge   0
Relative energy (zero: lowest compared OMol25 entry of this formula, charge and spin)   0.581 eV
LUMO energy   0.68 eV
Calculated total energy   -38372.6576 eV

Last column: Löwdin charge in e.
Cartesian coordinates (Å):
C (-1.294, 0.168, -0.857)  -0.1814
N (-0.310, -0.730, -0.273)  -0.4818
C (0.993, -0.177, -0.071)  -0.5706
S (2.326, -0.550, -1.384)  0.6478
P (-1.107, -1.773, 0.890)  0.5110
O (0.186, -2.620, 1.351)  -0.3635
Cl (-1.904, -3.051, -0.479)  0.2385
H (-1.517, 1.015, -0.202)  0.0820
H (-0.954, 0.535, -1.822)  0.0837
H (-2.212, -0.396, -1.009)  0.0376
H (1.462, -0.574, 0.828)  0.0527
H (0.960, 0.913, -0.017)  0.0725
H (1.829, 0.280, -2.302)  -0.1845
H (0.789, -2.849, 0.629)  0.0560